No. 1
The following is a DFT calculation (ωB97M-V/def2-TZVPD) of C31H32AsNSSeSiW as an isolated structure.

## Properties
- Charge: +2
- E_LUMO (spin up / spin down): -7.12 / -6.94 eV
- Gap between HOMO and LUMO (spin up / spin down): 0.247 / 0.270 Ha
- Multiplicity: 3

Element x y z (Å)
W -0.068 -0.861 0.299
C 1.644 -2.993 1.885
C 1.053 -2.060 2.894
C 1.163 -2.277 4.269
C 0.540 -1.426 5.147
C -0.194 -0.325 4.670
C -0.919 0.558 5.501
C -1.637 1.578 4.950
C -1.649 1.785 3.556
C -0.926 0.964 2.726
S -0.962 1.110 0.968
C -0.217 -0.121 3.277
N 0.378 -1.008 2.415
H 2.074 -3.873 2.360
H 2.433 -2.495 1.317
H 0.872 -3.347 1.186
H 1.726 -3.129 4.622
H 0.600 -1.600 6.215
H -0.900 0.408 6.573
H -2.203 2.250 5.580
H -2.218 2.606 3.140
C 4.287 -2.389 -1.425
Si 2.673 -2.798 -2.230
C 1.826 -4.313 -1.575
C 2.644 -2.630 -4.073
Se 1.249 -0.902 -1.613
H 5.026 -3.114 -1.780
H 4.249 -2.460 -0.338
H 4.636 -1.392 -1.693
H 2.367 -5.186 -1.954
H 0.791 -4.378 -1.915
H 1.835 -4.368 -0.487
H 3.248 -3.438 -4.496
H 3.066 -1.682 -4.406
H 1.634 -2.718 -4.477
C -1.358 -6.548 -1.786
C -1.373 -5.495 -2.695
C -1.635 -4.206 -2.261
C -1.893 -3.981 -0.912
C -1.890 -5.028 0.001
C -1.617 -6.315 -0.443
As -2.211 -2.168 -0.351
C -3.193 -2.153 1.305
C -2.558 -2.628 2.453
C -3.202 -2.549 3.678
C -4.467 -1.981 3.758
C -5.092 -1.501 2.614
C -4.457 -1.581 1.383
C -3.248 -1.331 -1.731
C -4.353 -2.007 -2.244
C -5.124 -1.405 -3.224
C -4.788 -0.139 -3.691
C -3.683 0.528 -3.182
C -2.907 -0.068 -2.198
H -1.155 -7.554 -2.128
H -1.189 -5.684 -3.745
H -1.661 -3.385 -2.970
H -2.126 -4.853 1.043
H -1.623 -7.138 0.259
H -1.570 -3.071 2.389
H -2.722 -2.935 4.568
H -4.968 -1.918 4.714
H -6.080 -1.066 2.681
H -4.945 -1.206 0.493
H -4.603 -2.999 -1.885
H -5.984 -1.921 -3.626
H -5.391 0.330 -4.457
H -3.424 1.511 -3.551
H -2.040 0.452 -1.806

---

No. 2
The following is a DFT calculation (ωB97M-V/def2-TZVPD) of C31H32BrCsN5O6S as an isolated structure at a distorted geometry.

## Properties
- Charge: -1
- E_LUMO: 2.17 eV
- Gap between HOMO and LUMO: 0.299 Ha

Element x y z (Å)
Cs -1.369 0.376 -0.331
N 3.188 -0.364 -0.438
N 2.337 -1.333 0.163
C 1.115 -0.924 0.715
O 0.183 -1.749 0.682
O 1.058 0.285 1.086
H 3.260 0.384 0.245
H 2.678 0.077 -1.212
H 2.256 -2.163 -0.403
O -2.921 -1.724 -1.592
C -2.771 -1.303 -2.954
C -2.652 0.269 -3.033
O -2.005 0.703 -3.982
O -3.188 0.921 -2.097
C -1.512 -1.956 -3.535
C -0.524 -2.508 -2.732
C 0.614 -3.058 -3.324
C 0.761 -3.077 -4.695
C -0.236 -2.525 -5.501
C -1.356 -1.969 -4.924
C -4.029 -1.737 -3.699
C -5.070 -0.852 -3.945
C -6.232 -1.298 -4.555
C -6.371 -2.625 -4.917
C -5.342 -3.520 -4.670
C -4.180 -3.071 -4.068
H -2.937 -2.687 -1.572
H -0.577 -2.479 -1.650
H 1.380 -3.476 -2.682
H 1.648 -3.508 -5.143
H -0.131 -2.519 -6.578
H -2.116 -1.511 -5.540
H -4.968 0.179 -3.645
H -7.032 -0.598 -4.747
H -7.283 -2.964 -5.393
H -5.439 -4.558 -4.952
H -3.360 -3.759 -3.894
C 1.944 -2.285 3.727
C 1.088 -1.790 4.865
C 0.060 -0.760 4.414
N 0.672 0.419 3.814
C 0.363 1.664 4.136
S -0.822 2.191 5.192
N 1.116 2.634 3.464
C 2.427 2.661 3.063
O 2.809 3.512 2.281
C 3.394 1.720 3.710
C 4.420 1.224 2.919
C 5.379 0.391 3.478
C 5.326 0.089 4.827
C 4.320 0.614 5.625
C 3.343 1.421 5.065
H 2.609 -3.093 4.031
H 2.570 -1.499 3.319
H 1.349 -2.661 2.894
H 1.711 -1.374 5.659
H 0.532 -2.613 5.324
H -0.584 -0.406 5.224
H -0.592 -1.196 3.645
H 1.101 0.266 2.883
H 0.600 3.476 3.247
H 4.486 1.490 1.877
H 6.161 -0.017 2.856
H 6.074 -0.564 5.259
H 4.289 0.394 6.683
H 2.545 1.823 5.675
Br -2.946 6.382 -2.146
C -1.486 5.469 -1.370
C -0.325 6.131 -1.017
C 0.695 5.384 -0.457
C 0.503 4.021 -0.273
N -0.616 3.396 -0.609
C -1.593 4.099 -1.155
H -0.227 7.196 -1.183
H 1.628 5.836 -0.156
H 1.275 3.417 0.179
H -2.477 3.552 -1.455

---

No. 3
The following is a DFT calculation (ωB97M-V/def2-TZVPD) of C31H32CuN3Si as an isolated structure.

## Properties
- Charge: -1
- E_LUMO (spin up / spin down): 2.96 / 2.87 eV
- Gap between HOMO and LUMO (spin up / spin down): 0.270 / 0.266 Ha
- Multiplicity: 2

Element x y z (Å)
Cu -0.671 0.472 -0.581
N 0.373 0.376 1.352
C -0.280 -0.391 2.332
C -0.454 0.140 3.609
C -1.170 -0.536 4.581
C -1.722 -1.774 4.285
C -1.541 -2.307 3.016
C -0.822 -1.648 2.017
C -0.688 -2.275 0.664
C -0.542 -3.668 0.615
C -0.493 -4.345 -0.592
C -0.585 -3.624 -1.774
C -0.684 -2.239 -1.723
C -0.732 -1.519 -0.525
H 0.682 1.275 1.694
H 1.116 -0.061 0.778
H -0.023 1.112 3.826
H -1.298 -0.093 5.561
H -2.301 -2.313 5.024
H -2.003 -3.256 2.773
H -0.441 -4.229 1.538
H -0.369 -5.422 -0.605
H -0.543 -4.134 -2.730
H -0.687 -1.694 -2.662
C -1.124 1.222 -3.662
C 0.329 0.936 -3.384
C 1.245 1.027 -4.411
C 2.571 0.650 -4.147
C 2.920 0.198 -2.907
C 1.942 0.101 -1.860
N 0.664 0.527 -2.143
N 2.172 -0.346 -0.640
Si 3.297 -1.456 -0.040
C 3.025 -3.134 -0.827
C 3.009 -1.579 1.806
C 5.131 -1.055 -0.246
H -1.225 2.011 -4.408
H -1.659 1.522 -2.763
H -1.602 0.320 -4.057
H 0.933 1.363 -5.391
H 3.321 0.724 -4.927
H 3.939 -0.082 -2.675
H 1.967 -3.409 -0.757
H 3.627 -3.925 -0.368
H 3.285 -3.082 -1.891
H 2.028 -2.010 2.034
H 3.050 -0.584 2.262
H 3.774 -2.202 2.282
H 5.447 -1.083 -1.293
H 5.733 -1.790 0.300
H 5.369 -0.062 0.149
C -4.510 3.075 2.338
C -4.005 1.767 2.145
C -2.996 1.549 1.250
C -2.416 2.608 0.494
C -1.345 2.357 -0.435
C -0.860 3.452 -1.108
C -1.370 4.762 -0.922
C -2.385 4.994 -0.041
C -2.937 3.916 0.696
C -3.990 4.118 1.627
H -5.310 3.246 3.049
H -4.415 0.938 2.710
H -2.619 0.540 1.108
H -0.043 3.321 -1.815
H -0.942 5.587 -1.482
H -2.778 5.995 0.110
H -4.372 5.125 1.770

---

Asked for E_tot across the records above, the calculation gives -180867.82114, -133832.44479, -89657.30463 eV in order.
Asked for energy above the lowest of the compared OMol25 structures with the same formula, charge and spin across the records above, the calculation gives 0.000, 0.763, 0.114 eV in order.